<A>
Entry from OMol25: an isolated molecule of C2HN5O (ωB97M-V with the def2-TZVPD basis set).

Output
**SMILES**: O=c1nncnnn1
**E_HOMO**: -9.9 eV

Atoms and positions in Å:
O: 2.35610 -0.49896 0.61034
C: 1.37503 -0.25361 -0.11262
N: 0.21705 -1.34332 -0.59863
N: -1.03282 -1.19442 -0.42523
C: -1.31444 -0.04951 0.36542
N: -0.85143 1.07026 0.40960
N: 0.21238 1.65245 -0.41212
N: 1.21152 0.96637 -0.73462
H: -2.17340 -0.34926 0.89785

<B>
Entry from OMol25: an isolated molecule of C2HN5O (ωB97M-V with the def2-TZVPD basis set).

Output
**SMILES**: O=c1nncnnn1
**E_HOMO**: -10.2 eV

Atoms and positions in Å:
O: -1.23482 1.41387 1.23295
C: -0.63074 1.11769 0.28290
N: 0.79025 1.21481 0.11334
N: 1.46916 0.14307 0.01734
C: 0.74833 -1.06325 0.17054
N: -0.36692 -1.31000 -0.47783
N: -0.89665 -0.48061 -1.29333
N: -1.06002 0.72029 -0.99852
H: 1.18143 -1.75588 0.95261

<B> is favored, and the nearest alternative lies 98.5 kJ/mol above it.

<A>
Entry from OMol25: an isolated molecule of C7H14N2O4 (ωB97M-V with the def2-TZVPD basis set).

Output
**SMILES**: C[C@H](N)C(=O)N[C@H](C(=O)O)[C@@H](C)O
**E_HOMO**: -9.4 eV

Atoms and positions in Å:
C: 3.31932 0.61960 0.43270
C: 2.37160 -0.55274 0.38923
N: 2.63351 -1.64480 -0.59326
C: 0.99964 -0.07731 0.06784
O: 0.93731 0.60741 -0.96405
N: 0.06089 -0.24739 0.95591
C: -1.40527 -0.22230 0.71504
C: -2.12947 -1.49348 0.19133
O: -3.24165 -1.66014 0.61113
O: -1.50087 -2.05573 -0.82804
C: -1.61386 0.87611 -0.25832
C: -3.05457 1.38927 -0.44060
O: -0.92748 2.09909 0.02058
H: 3.42390 1.04025 -0.59178
H: 4.31822 0.59428 0.66319
H: 2.77255 1.45150 1.14781
H: 2.43657 -1.01207 1.37979
H: 3.52686 -2.02023 -0.33620
H: 2.70104 -1.39277 -1.63220
H: 0.21148 -0.89275 1.69134
H: -1.88836 0.10831 1.61823
H: -2.13880 -2.75555 -1.21844
H: -1.25766 0.45804 -1.22433
H: -3.79583 0.51829 -0.50652
H: -3.35850 1.78727 0.50363
H: -3.10267 2.12141 -1.16262
H: -0.29793 2.35641 -0.63138

<B>
Entry from OMol25: an isolated molecule of C7H14N2O4 (ωB97M-V with the def2-TZVPD basis set).

Output
**SMILES**: COC(=O)N(CC(C)(C)C)[N+](=O)[O-]
**E_HOMO**: -10.6 eV

Atoms and positions in Å:
C: 1.54371 -3.35401 0.74680
O: 1.23470 -2.00126 1.04303
C: 1.70917 -1.03550 0.16289
O: 2.36753 -1.35272 -0.79771
N: 1.35662 0.22066 0.60518
C: -0.16975 0.41332 1.01977
C: -1.07130 0.86972 -0.16537
C: -1.02011 2.31444 -0.61383
C: -0.83129 0.06969 -1.48693
C: -2.51160 0.57673 0.33260
N: 2.12759 1.27145 0.15433
O: 3.24244 0.99154 -0.09454
O: 1.61676 2.36049 0.19850
H: 0.65592 -3.94103 0.29931
H: 1.88229 -3.78062 1.68640
H: 2.34783 -3.40218 -0.00090
H: -0.41733 -0.49726 1.60305
H: -0.01418 1.09236 1.92123
H: -0.99501 3.07182 0.24325
H: -0.13866 2.30153 -1.16534
H: -1.75773 2.51128 -1.41664
H: -0.65793 -0.99734 -1.31729
H: -1.73456 0.13196 -2.07086
H: -0.06608 0.45631 -2.14643
H: -2.82057 -0.39377 0.72292
H: -3.10988 0.84321 -0.50646
H: -2.76857 1.25919 1.04303

<A> is favored, and the nearest alternative lies 336.2 kJ/mol above it.

<A>
Entry from OMol25: a cluster of 2 separate species, C2H2N2O3 in total (ωB97M-V with the def2-TZVPD basis set).

Output
**⟨S²⟩**: 2.016
**E_HOMO (spin up / spin down)**: -6.2 / -11.1 eV
**Spin multiplicity**: 3

Atoms and positions in Å:
C: 2.18378 -0.69631 0.42642
C: -0.70784 1.26570 0.26909
N: 1.29411 -0.25178 -0.20826
N: -1.58261 0.46060 -0.02122
O: 2.92634 -0.96630 1.27415
O: -0.10173 2.11208 0.75071
O: -1.78318 -0.66272 -0.84681
H: 0.53086 -0.57646 -0.73511
H: -2.75974 -0.68482 -0.90898

<B>
Entry from OMol25: a cluster of 2 separate species, C2H2N2O3 in total (ωB97M-V with the def2-TZVPD basis set).

Output
**⟨S²⟩**: 2.009
**E_HOMO (spin up / spin down)**: -8.8 / -11.3 eV
**Spin multiplicity**: 3

Atoms and positions in Å:
C: -2.63002 -1.16243 0.03053
C: -1.46851 -0.42341 0.54096
N: -3.44356 -1.88267 -0.33660
N: 2.07087 -1.25671 -0.95539
O: 1.00918 -0.95527 -0.52942
O: 2.93662 -0.14896 -0.80747
O: -1.42284 0.79673 0.63860
H: -0.60781 -1.11034 0.72547
H: 3.78188 -0.41338 -1.18678

<B> is favored, and the nearest alternative lies 18.4 kJ/mol above it.

<A>
Entry from OMol25: an isolated molecule of C12H24N2O3 (ωB97M-V with the def2-TZVPD basis set).

Output
**SMILES**: CC[C@H](C)[C@H](NC(=O)[C@@H](N)CC(C)C)C(=O)O
**E_HOMO**: -9.8 eV

Atoms and positions in Å:
C: 4.20587 1.78653 -1.19362
C: 3.66019 1.60543 0.17217
C: 2.14268 1.19149 0.34158
C: 1.65972 1.17017 1.81941
C: 1.79824 -0.03996 -0.60116
N: 0.39321 -0.30907 -0.74143
C: -0.51964 -0.77122 0.10995
O: -0.17474 -1.06938 1.27479
C: -2.00550 -0.79050 -0.31547
N: -2.67895 -1.90768 0.13265
C: -2.70406 0.54577 0.06551
C: -4.22076 0.65156 0.05232
C: -4.50721 2.04016 0.33124
C: -4.80019 -0.03954 -1.16993
C: 2.56836 -1.29764 -0.32278
O: 3.75929 -1.37206 -0.67874
O: 2.20200 -2.12210 0.63432
H: 5.17784 2.42231 -1.09748
H: 4.45554 0.91897 -1.76126
H: 3.38560 2.34515 -1.77282
H: 4.23563 0.92052 0.64762
H: 3.74124 2.49538 0.77427
H: 1.64105 1.96122 -0.21058
H: 2.20237 0.29458 2.24868
H: 2.07346 2.17079 2.36164
H: 0.53095 0.90873 2.07848
H: 2.12634 0.15347 -1.66658
H: 0.04571 -0.04204 -1.67328
H: -2.09191 -0.75643 -1.41751
H: -2.58290 -1.86238 1.18138
H: -2.27054 -2.82411 -0.12468
H: -2.43624 0.73673 1.06580
H: -2.34141 1.31600 -0.55163
H: -4.49925 0.00408 0.94982
H: -5.62176 2.17880 0.52216
H: -3.88807 2.42640 1.22859
H: -4.34715 2.74512 -0.52258
H: -5.83512 -0.31116 -1.02761
H: -4.60401 0.45487 -2.19921
H: -4.30390 -0.98897 -1.27514
H: 1.24815 -1.95587 0.92504

<B>
Entry from OMol25: a structure of composition C12H24N2O3 (ωB97M-V with the def2-TZVPD basis set).

Output
**E_HOMO**: -9.3 eV

Atoms and positions in Å:
C: 1.36873 -0.05984 -0.32272
C: 0.72432 -1.50433 -0.77014
C: 2.92392 0.06304 -0.57416
C: 3.38284 1.50794 -0.84482
C: 3.51983 -0.58102 0.69614
C: 5.07808 -0.76761 0.79765
C: -1.72521 -1.12837 0.17638
C: -2.95701 -2.06071 0.10245
C: -1.99698 0.34465 -0.33858
C: -3.42173 0.87995 -0.15466
C: -3.93387 1.26255 1.22740
C: -3.23307 2.25161 -1.08252
H: 1.27096 0.85696 1.68504
H: 0.81105 -0.87312 1.85603
H: 0.88620 1.05440 -0.63372
H: 3.13012 -0.52492 -1.53767
H: 4.44088 1.42818 -0.95379
H: 2.95266 2.03060 -1.81477
H: 3.37989 2.40434 -0.05785
H: 3.09510 0.06110 1.62945
H: 2.96164 -1.57759 0.91876
H: 5.08679 -1.40486 1.81975
H: 5.28822 -1.50807 -0.06863
H: 5.69050 0.17398 0.61607
H: -0.47488 -2.81919 -0.28116
H: -1.35147 -1.15137 1.31862
H: -1.12819 0.99457 -0.00401
H: -1.78872 0.23375 -1.39225
H: -4.23621 0.33021 -0.84993
H: -4.71938 0.53789 1.95493
H: -4.79838 2.28361 0.79294
H: -2.92445 1.52219 1.67446
H: -4.34858 2.79422 -1.17034
H: -2.65534 2.94652 -0.31682
H: -2.65766 1.93463 -2.18287
H: -2.53412 -2.85306 -1.77442
N: 0.84620 -0.01743 1.10315
N: -0.57049 -1.83174 -0.44861
O: 1.49069 -2.42119 -0.97195
O: -3.59235 -2.02511 1.16719
O: -3.28054 -2.78736 -0.99003

<A> is favored, and the nearest alternative lies 617.1 kJ/mol above it.

<A>
Entry from OMol25: a cluster of 2 separate species, C4H4O4 in total (ωB97M-V with the def2-TZVPD basis set).

Output
**Net charge**: -2
**E_HOMO**: -1.0 eV

Atoms and positions in Å:
C: -1.42134 0.33641 -2.68685
C: 1.68487 0.63077 1.73995
C: -0.15712 -1.09747 1.22347
C: 0.62988 -0.09623 0.83348
O: -1.94756 1.46067 -2.63388
O: 2.85524 0.66860 1.41097
O: -1.52087 -0.60475 -3.47986
O: 1.06025 1.09621 2.67935
H: -0.93956 -1.37535 0.56029
H: -0.05150 -1.74505 2.10815
H: -0.56332 0.10311 -1.78761
H: 0.37102 0.62306 0.03255

<B>
Entry from OMol25: the ion C4H4O4 with charge -2 (ωB97M-V with the def2-TZVPD basis set).

Output
**Net charge**: -2
**SMILES**: O=C([O-])CCC(=O)[O-]
**E_HOMO**: -0.6 eV

Atoms and positions in Å:
O: -1.50605 -1.67525 -1.99046
C: -1.40996 -0.64316 -1.26287
O: -2.10999 0.39521 -1.33951
C: -0.31765 -0.70748 -0.15996
C: 0.43060 0.59812 0.08326
C: 1.38001 0.59545 1.31590
O: 2.56889 0.98828 1.10442
O: 0.87980 0.28198 2.42650
H: -0.62993 -1.08821 0.80698
H: 0.39105 -1.48494 -0.49208
H: -0.31662 1.36582 0.33292
H: 0.98411 0.97130 -0.78211

<B> is favored, and the nearest alternative lies 127.9 kJ/mol above it.